Below is a structure of composition C28H30CdN6O4Se, with properties calculated with ωB97M-V with the def2-TZVPD basis set.

Properties
ΔE to the lowest compared entry with this formula, charge and spin   152.7 kJ/mol
Strongest force on any atom   0.537 eV Å⁻¹
Kohn-Sham gap   3.43 eV
Highest occupied orbital energy   0.449 eV
DFT total energy   -4283.69894 hartree
Net charge   -2

XYZ file:
```
70
Properties=species:S:1:pos:R:3:nbo_charge:R:1
Cd -1.38826 0.88503 -1.53345 1.662
Se -3.30142 5.72527 -0.81420 -0.422
O 0.91718 1.92546 -0.90199 -0.632
O -2.15526 0.73205 -3.81610 -0.777
O -0.51539 1.94480 6.03826 -0.618
O 0.04845 0.63590 -3.47648 -0.815
N -1.42112 -1.11022 -0.94693 -1.278
N -2.37876 2.95856 -1.31731 -0.640
N -1.91027 1.19602 1.27134 -0.440
N -0.59930 -0.30410 5.91358 -0.830
N 2.77180 0.98870 0.07987 -0.299
N 3.28486 0.87321 1.37546 -0.242
C -1.06349 -0.08452 3.09216 -0.267
C 3.02241 0.54843 -2.28547 -0.219
C 1.53783 1.65072 0.10278 0.639
C -0.98117 0.52962 -4.20474 0.774
C 2.29474 1.37118 2.21617 0.233
C -3.79583 -1.83111 -1.09615 -0.141
C 2.44870 1.26132 3.69398 -0.661
C -0.74757 0.95589 5.37577 0.667
C -1.64206 2.20377 3.41995 -0.245
C -1.96174 -3.45304 -0.98328 -0.133
C 4.97624 1.05289 -0.95029 -0.288
C 5.21777 0.57285 -3.29798 -0.246
C 3.83148 -0.44439 1.68232 -0.421
C -1.15644 1.00992 3.93712 -0.153
C -2.72815 4.05080 -1.13178 0.123
C -1.45225 0.04730 1.76112 0.100
C -2.35100 -2.03929 -1.03181 0.192
C 1.27144 1.87801 1.51343 -0.368
C -4.26992 -4.23444 -1.02281 -0.400
C 3.60136 0.86180 -1.05322 0.218
C 5.78045 0.89865 -2.07227 -0.223
C -0.78234 0.11106 -5.65728 -0.720
C -2.88994 -4.47576 -0.97962 -0.217
C -0.49096 -3.74580 -0.94585 -0.616
C -2.00966 2.24860 2.08245 0.029
C 3.84041 0.41386 -3.39470 -0.184
C -4.68003 -2.89649 -1.08296 -0.216
C -4.32019 -0.42358 -1.17311 -0.632
H 3.38262 0.17299 -4.34599 0.220
H -2.38945 3.16058 1.62842 0.224
H -0.04079 -3.43728 0.00843 0.184
H -4.03326 0.17315 -0.29926 0.202
H 4.39187 -0.38102 2.61397 0.199
H -5.41201 -0.42823 -1.24423 0.183
H 5.84744 0.45081 -4.17048 0.198
H 5.41110 1.34457 -0.00187 0.213
H 4.51141 -0.74158 0.88901 0.223
H 3.41553 1.64954 4.02119 0.217
H -1.73123 3.06783 4.06526 0.230
H -5.74919 -2.68075 -1.12615 0.167
H -4.98879 -5.04788 -1.02823 0.169
H 1.65684 1.82756 4.18389 0.247
H -3.93030 0.10039 -2.05336 0.221
H 0.39630 2.38153 1.89423 0.246
H -0.65905 -1.02912 3.43525 0.206
H -1.17994 -1.03395 5.53091 0.392
H -1.38151 -0.76290 1.01539 0.284
H 0.02669 -3.16133 -1.71368 0.222
H -2.53265 -5.50694 -0.93950 0.162
H 1.94787 0.43810 -2.37667 0.302
H 6.84997 1.05155 -1.98459 0.196
H -1.06456 -0.93960 -5.75243 0.220
H -1.43170 0.70156 -6.30461 0.207
H -0.30130 -4.81651 -1.09624 0.167
H 2.36757 0.22090 4.02030 0.224
H 0.26140 0.23111 -5.95006 0.198
H -0.53882 -0.29260 6.91916 0.388
H 3.04536 -1.20137 1.77596 0.200
```

Below is a structure of composition C28H30Cl2CrN4O3S, with properties calculated with ωB97M-V with the def2-TZVPD basis set.

Properties
ΔE to the lowest compared entry with this formula, charge and spin   81.1 kJ/mol
Strongest force on any atom   1.436 eV Å⁻¹
Kohn-Sham gap (alpha / beta)   7.34 / 7.73 eV
2S+1   2
Highest occupied orbital energy (alpha / beta)   -10.693 / -10.794 eV
DFT total energy   -3892.63226 hartree
Net charge   +1

XYZ file:
```
69
Properties=species:S:1:pos:R:3:nbo_charge:R:1
Cr -1.80693 -0.35598 -0.63111 1.016
Cl 0.76370 -0.15444 2.82591 -0.010
Cl -0.23363 -1.90495 0.66746 0.078
S 0.24886 0.29529 -1.98203 -0.165
O 1.36010 3.51298 1.40202 -0.530
O -3.01479 -0.93268 0.73803 -0.654
O -1.91885 -1.96306 -1.58749 -0.682
N 1.26204 2.00658 -0.24286 -0.647
N -1.89463 1.43036 0.21981 -0.500
N -3.04881 0.52197 -1.84708 -0.461
N 2.50654 0.07240 -0.64779 -0.553
C -2.49462 1.02503 3.79113 -0.119
C -3.73624 -0.07531 -2.77149 0.227
C 2.79953 -1.19642 -1.30917 -0.220
C -3.27850 1.95186 -1.62620 -0.234
C -3.41970 -1.46788 2.98449 -0.248
C 6.23985 2.61318 0.97599 -0.175
C -2.47983 0.69686 2.42275 -0.267
C -2.19446 1.69895 1.44813 0.222
C -4.42088 -3.21434 -4.60783 -0.255
C 3.47327 2.65403 0.77028 -0.135
C -2.90057 0.11630 4.73303 -0.263
C 4.30903 -1.96066 0.59138 -0.611
C -3.37040 -1.13675 4.31747 -0.159
C 4.19249 -1.66139 -0.90356 -0.414
C -2.10575 2.46848 -0.78786 -0.246
C 5.64126 2.65514 -0.27647 -0.210
C 0.34959 -1.80343 2.35098 -0.375
C -4.48193 -1.91642 -4.18325 -0.120
C 5.46078 2.62226 2.12498 -0.193
C 1.99469 2.76257 0.70360 0.682
C 1.43711 0.80581 -0.86765 0.394
C -2.95281 -0.57688 1.99402 0.376
C -2.73246 -2.34216 -2.52881 0.479
C -3.52595 -4.10225 -3.98976 -0.131
C -2.70465 -3.67923 -2.97674 -0.290
C -3.65231 -1.44129 -3.14401 -0.269
C 4.26097 2.67692 -0.38331 -0.217
C 4.08061 2.65699 2.02414 -0.185
H 2.73254 -1.05983 -2.38874 0.227
H -5.17844 -1.22835 -4.64850 0.215
H -3.48345 -5.13339 -4.31490 0.226
H -2.33566 3.43755 -0.33969 0.217
H 4.10719 -1.07973 1.20703 0.194
H 4.43081 -2.56104 -1.47019 0.231
H -3.82562 -2.41291 2.64784 0.228
H -2.01712 -4.35623 -2.48738 0.229
H -2.16499 2.01557 4.08279 0.219
H 1.23782 -2.41936 2.42802 0.237
H 6.25403 2.68816 -1.16737 0.231
H -5.05693 -3.55963 -5.41041 0.228
H 3.20615 0.41596 -0.00627 0.428
H 2.04286 -1.93241 -1.02626 0.219
H 3.79195 2.74043 -1.35781 0.227
H 7.31825 2.58724 1.05762 0.230
H -4.20370 2.08744 -1.05833 0.212
H -4.44737 0.52888 -3.33739 0.194
H -3.35984 2.49475 -2.56984 0.218
H -0.44242 -2.15729 3.00220 0.245
H 3.60780 -2.74498 0.88203 0.205
H 3.45555 2.67999 2.90726 0.237
H 5.93148 2.62164 3.09859 0.230
H -1.23058 2.56445 -1.43139 0.209
H 5.31534 -2.29956 0.83195 0.232
H 0.31782 2.35572 -0.31895 0.434
H -3.72378 -1.84691 5.05396 0.226
H -2.32656 2.73911 1.74964 0.199
H -2.88417 0.37216 5.78309 0.228
H 4.91934 -0.89587 -1.18975 0.208
```

Below is a structure of composition C28H30ClMoN4OS6, with properties calculated with ωB97M-V with the def2-TZVPD basis set.

Properties
ΔE to the lowest compared entry with this formula, charge and spin   20.1 kJ/mol
Strongest force on any atom   0.831 eV Å⁻¹
Kohn-Sham gap (alpha / beta)   5.83 / 5.83 eV
Highest occupied orbital energy (alpha / beta)   -9.725 / -9.724 eV
DFT total energy   -4296.68628 hartree
Net charge   +1

XYZ file:
```
71
Properties=species:S:1:pos:R:3:lowdin_charge:R:1
Mo -0.30230 0.05053 -0.18375 0.978
Cl -0.21615 -4.58436 -5.92829 0.704
S -2.19544 4.30565 -1.69742 0.905
S -1.60120 1.98038 0.16673 0.583
S -1.38497 -1.13928 1.73286 0.630
S 0.91246 1.34337 -1.65091 0.618
S -1.67876 6.00633 -4.07713 0.600
S 0.06746 3.69051 -3.42145 0.921
O -1.24171 -0.90448 -1.52284 -0.292
N -3.80229 -0.41690 0.81671 0.030
N 1.12047 -1.63871 -0.46134 -0.034
N -3.51927 -2.60071 1.65143 0.029
N 1.29859 0.35245 1.28594 -0.093
C 1.37705 1.40874 2.07261 -0.104
C 3.29751 -0.53651 2.31820 -0.134
C -0.18873 2.63308 -2.06173 -1.095
C -4.81492 -3.28057 1.53174 -0.156
C -5.20975 -0.38209 0.40447 -0.164
C -5.96946 1.93004 1.22949 -0.242
C 4.22809 -1.59449 2.40287 -0.007
C -6.11337 -2.41992 3.60285 -0.250
C -3.07863 -1.38759 1.33914 -0.735
C 0.41522 -3.38697 -3.60027 -0.042
C -0.50414 -3.50069 -4.61273 -0.658
C 0.18226 -2.50254 -2.53383 -0.126
C 2.24162 -0.63074 1.39292 -0.158
C -4.80118 2.28676 2.14208 -0.105
C -1.00072 -1.74549 -2.51678 -0.301
C 2.39200 1.56997 3.02904 -0.012
C 3.34834 0.60501 3.14987 0.026
C 4.08876 -2.68804 1.59661 -0.042
C 2.15479 -1.73093 0.51090 -0.184
C -5.45715 -3.59524 2.88013 -0.188
C 3.05160 -2.76129 0.64854 0.010
C 1.15276 -2.43492 -1.47795 -0.039
C -1.23166 2.92328 -1.26594 -1.083
C -5.62391 1.03898 0.03777 -0.184
C -5.15673 -1.35541 4.13241 -0.093
C -1.29341 4.74500 -3.13052 -1.489
C -1.92992 -1.87717 -3.55194 0.019
C -1.67849 -2.74521 -4.59111 -0.067
H 4.14933 0.69628 3.87330 0.131
H -2.38443 -2.84567 -5.40461 0.117
H 2.98466 -3.65248 0.04056 0.114
H -6.21569 -4.35947 2.69482 0.117
H -5.48405 -2.69940 0.90933 0.095
H -6.85754 -1.96258 2.94108 0.104
H 0.61707 2.16492 1.94302 0.089
H -5.12692 2.97004 2.92656 0.079
H -6.41365 2.84980 0.84267 0.111
H 1.98141 -3.13011 -1.58169 0.128
H -4.84258 1.49621 -0.57830 0.111
H -3.27492 0.41799 0.59450 0.001
H -5.69005 -0.64182 4.76177 0.080
H -6.68369 -2.82494 4.44114 0.110
H -6.75667 1.43944 1.81166 0.110
H 4.78263 -3.51383 1.67520 0.118
H -4.71020 -4.06499 3.52930 0.118
H -5.34881 -1.04573 -0.45223 0.126
H -2.79736 -3.16532 2.07385 0.111
H 1.32199 -3.97849 -3.62293 0.122
H -4.37599 1.40929 2.63405 0.054
H 2.39318 2.45773 3.64450 0.120
H -5.83757 -0.73550 1.22338 0.101
H -4.67707 -0.78307 3.33730 0.034
H -2.82935 -1.27709 -3.52848 0.128
H 5.03314 -1.53305 3.12416 0.125
H -4.36533 -1.80298 4.73829 0.083
H -4.00021 2.78003 1.58525 0.036
H -6.50313 0.96081 -0.60427 0.119
H -4.61909 -4.21009 0.99541 0.126
```